[1]
Formula: C10H17N4O
Source: OMol25
Level of theory: ωB97M-V/def2-TZVPD

- E_LUMO: -4.4460 eV
- Strongest force on any atom: 5.63 eV/Å
- Multiplicity: 1
- HOMO-LUMO gap: 7.75 eV
- E: -685.10536 Ha
- Total charge: +1

Element x y z (Å)
C 0.8795 -0.7632 1.1190
C 0.3968 -1.7733 1.9305
C -1.6572 -0.7381 2.3945
C -2.6688 -2.3385 -0.5402
C -1.1305 0.5335 1.7050
C -1.5901 -2.7838 -1.5143
C 0.1245 0.4336 0.8965
C 2.4523 3.0361 -0.4061
C 1.7551 1.1457 -1.8721
C 1.9266 1.6408 -0.4115
N -0.9174 -1.8006 2.4706
N -2.5602 -1.0890 -0.1789
N -1.5051 -0.5251 -0.8417
N 0.5863 1.5017 0.3759
O -0.9025 -1.5190 -1.6476
H 1.7531 -0.9479 0.5293
H 0.9370 -2.6627 2.1478
H -2.5694 -0.7220 2.8432
H -3.4317 -2.9075 0.0588
H -1.9002 1.0037 1.1194
H -0.9486 1.1875 2.6598
H -0.9174 -3.5140 -1.1190
H -1.9527 -2.9695 -2.5129
H 1.7246 3.8847 -0.5099
H 3.0340 3.2377 0.5314
H 3.1754 3.1029 -1.1692
H 2.6292 1.3840 -2.4503
H 0.8090 1.5518 -2.3604
H 1.6510 -0.0255 -1.9272
H 2.6421 1.0975 0.1372
H -1.7342 0.1933 -1.4685
H -0.0903 2.1454 0.0106

***

[2]
Formula: C10H17NO
Source: OMol25
Level of theory: ωB97M-V/def2-TZVPD

- E_LUMO: 0.9024 eV
- Strongest force on any atom: 1.02 eV/Å
- Multiplicity: 1
- HOMO-LUMO gap: 9.67 eV
- E: -521.14492 Ha
- Total charge: 0
- SMILES: C=C1CCC[C@@H]1C.C1=NOCC1

Element x y z (Å)
C -0.8561 -0.8896 -2.2123
C -1.0293 0.2701 -1.6051
C -0.1631 1.4870 -1.8011
C -0.8280 2.5875 -0.9716
C -1.5397 1.8167 0.1354
C -2.0962 0.5845 -0.5831
C -2.4101 -0.5629 0.3677
H -0.0619 -1.0421 -2.9255
H -1.4950 -1.7346 -2.0253
H -0.0748 1.7524 -2.8573
H 0.8383 1.2780 -1.4199
H -1.5601 3.1273 -1.5751
H -0.1055 3.3059 -0.5841
H -0.8181 1.4944 0.8862
H -2.3191 2.4019 0.6221
H -3.0115 0.8699 -1.1193
H -2.8986 -1.3799 -0.1536
H -3.0700 -0.2210 1.1591
H -1.4887 -0.9259 0.8115
C 1.3551 -1.8414 1.1884
N 1.1576 -0.6136 0.9779
O 2.2488 0.1258 1.3060
C 3.2872 -0.7287 1.8234
C 2.7221 -2.1529 1.7371
H 0.5921 -2.5722 0.9922
H 3.4959 -0.4139 2.8494
H 4.1794 -0.5789 1.2123
H 2.6626 -2.6476 2.7065
H 3.2865 -2.7962 1.0583

***

[3]
Formula: C10H17NO2Pd
Source: OMol25
Level of theory: ωB97M-V/def2-TZVPD

- E_LUMO (alpha / beta): 0.1780 / -0.7493 eV
- Strongest force on any atom: 3.24 eV/Å
- Multiplicity: 3
- HOMO-LUMO gap (alpha / beta): 7.60 / 8.05 eV
- E: -724.22112 Ha
- Total charge: 0

Element x y z (Å)
C -1.1948 -0.7641 -1.3207
C 2.0249 0.1358 -1.5289
C -1.3358 0.5891 -0.6304
H -2.2067 -0.9956 -1.6900
C 1.9538 1.1583 -0.6743
H 2.7952 -0.6404 -1.4010
H -2.4134 0.8330 -0.5007
H 2.7218 1.2801 0.1059
C -0.5917 1.8108 -1.1306
H -1.2348 2.6525 -0.8328
H -0.6422 1.7715 -2.2298
C -0.1980 -0.9391 -2.4874
H -0.7994 -0.7701 -3.3906
H 0.1459 -1.9805 -2.5325
C 1.0622 -0.0748 -2.6656
H 0.8144 0.8897 -3.1191
H 1.6381 -0.5871 -3.4550
C 0.8473 2.1804 -0.6549
H 1.1450 3.0323 -1.3033
H 0.7860 2.5885 0.3653
Pd -1.3978 -0.5438 0.9929
H -1.0160 -1.5710 -0.5298
N -1.5014 -0.6307 3.1944
C -0.2879 -1.1944 3.8178
C 0.8274 -1.5170 2.7939
O 1.8823 -1.9030 3.3044
O 0.5755 -1.3680 1.5344
H -1.6215 0.3195 3.5598
H -2.3002 -1.1772 3.5187
H 0.0980 -0.4742 4.5453
H -0.5763 -2.1106 4.3447

***

[4]
Formula: C10H17NOS
Source: OMol25
Level of theory: ωB97M-V/def2-TZVPD

- E_LUMO: 0.7934 eV
- Strongest force on any atom: 1.87 eV/Å
- Multiplicity: 1
- HOMO-LUMO gap: 9.00 eV
- E: -919.39788 Ha
- Total charge: 0
- SMILES: C[C@H]1O[C@]2(CS1)CN1CCC2CC1

Element x y z (Å)
C 2.8509 0.1026 2.0429
C 2.7020 -0.0089 0.5188
O 1.5187 -0.7475 0.1635
C 0.4454 0.1165 -0.3368
C 1.1802 1.1891 -1.1521
S 2.6122 1.6575 -0.1936
C -0.3896 0.7865 0.7831
N -1.7656 0.3073 0.7162
C -2.3681 0.8186 -0.5212
C -1.6600 0.1863 -1.7080
C -0.5040 -0.7609 -1.2026
C -1.1858 -1.8268 -0.3650
C -1.7910 -1.1511 0.8614
H 2.9022 -0.8285 2.5824
H 2.0523 0.7044 2.4938
H 3.7563 0.6366 2.2218
H 3.5960 -0.5360 0.1100
H 0.5814 2.0807 -1.3605
H 1.4930 0.7881 -2.1283
H -0.3408 1.8555 0.6543
H 0.0769 0.6471 1.7282
H -2.3065 1.9282 -0.4445
H -3.4213 0.5614 -0.5553
H -1.2861 0.9954 -2.3324
H -2.3589 -0.4625 -2.2660
H 0.0149 -1.1958 -2.0609
H -0.4010 -2.6016 -0.0560
H -1.9928 -2.3089 -0.9433
H -2.8066 -1.5433 1.0313
H -1.2043 -1.3899 1.7188

***

[5]
Formula: C10H17NOSi
Source: OMol25
Level of theory: ωB97M-V/def2-TZVPD

- E_LUMO (alpha / beta): 0.4364 / -1.4356 eV
- Strongest force on any atom: 3.55 eV/Å
- Multiplicity: 1
- HOMO-LUMO gap (alpha / beta): 8.22 / 5.58 eV
- E: -810.60478 Ha
- Total charge: 0

Element x y z (Å)
C -4.2447 -0.2063 0.2968
C -3.3682 -0.0374 1.3766
C -3.6822 -0.2777 -0.9899
C -2.0263 0.0425 1.2050
C -2.3521 -0.0918 -1.2199
C -1.4593 0.0579 -0.0965
C 0.2565 2.4453 -1.5623
C 0.9710 -2.4438 0.4980
C 2.7627 -0.4705 -0.8873
C 1.8510 0.4736 1.8885
N -0.1672 0.2443 -0.2159
O 0.2948 3.7142 -1.1413
Si 1.2601 -0.5368 0.2836
H -5.2686 -0.1564 0.4004
H -3.8623 0.1552 2.3738
H -4.2411 -0.4155 -1.8703
H -1.4198 0.1653 2.0473
H -1.9931 0.1263 -2.1905
H 1.2243 2.0431 -1.7423
H -0.5591 3.8850 -0.8580
H -0.6319 1.9656 -1.8271
H 0.4009 -2.6584 -0.5226
H 1.9194 -2.9207 0.4870
H 0.2740 -2.8759 1.3375
H 3.6229 -0.9639 -0.4435
H 2.6105 -0.8132 -1.9328
H 3.1473 0.5572 -0.9470
H 1.5200 0.1920 2.8551
H 2.9497 0.3578 1.9207
H 1.6080 1.5265 1.8859

***

[6]
Formula: C10H17OP
Source: OMol25
Level of theory: ωB97M-V/def2-TZVPD

- E_LUMO: 0.8074 eV
- Strongest force on any atom: 4.06 eV/Å
- Multiplicity: 1
- HOMO-LUMO gap: 9.70 eV
- E: -807.75723 Ha
- Total charge: 0
- SMILES: CP1[C@@]2(C)CC[C@]1(C)CC(=O)C2

Element x y z (Å)
C -2.5247 0.0241 -0.0465
P -0.9114 0.0395 -1.0844
C 0.1240 1.2794 -0.1910
C -0.5395 2.7840 -0.2014
C 0.2896 0.7160 1.2087
C 0.1232 -0.8389 1.3084
C 0.1700 -1.3149 -0.1388
C -0.5388 -2.6957 -0.3676
C 1.6432 -1.2811 -0.5312
C 2.3780 0.0553 -0.4679
O 3.4194 0.2140 0.0926
C 1.5151 1.2644 -0.9551
H -3.3641 0.8302 -0.3089
H -2.3251 0.0765 1.0134
H -3.1452 -0.8879 -0.4610
H 0.1712 3.4706 -0.6719
H -0.6874 2.8437 0.8571
H -1.5637 2.7003 -0.7084
H -0.6543 0.9551 1.7633
H 1.1825 1.0055 1.6863
H 0.9390 -1.2693 1.9527
H -0.8446 -0.9794 1.7673
H 0.0612 -3.4795 -0.8200
H -1.3145 -2.4534 -1.1077
H -0.9557 -2.9257 0.6611
H 1.7866 -1.6649 -1.6160
H 2.1615 -1.9184 0.0731
H 2.0939 2.1985 -0.7285
H 1.3105 1.2521 -1.9777

***

[7]
Formula: C10H18AuCl2N2
Source: OMol25
Level of theory: ωB97M-V/def2-TZVPD

- E_LUMO (alpha / beta): 2.7076 / 2.7068 eV
- Strongest force on any atom: 4.17 eV/Å
- Multiplicity: 3
- HOMO-LUMO gap (alpha / beta): 4.57 / 6.52 eV
- E: -1557.28518 Ha
- Total charge: -1

Element x y z (Å)
Au -0.3990 -1.8004 -1.4896
Cl 2.3169 0.5568 -1.0516
Cl -2.4041 -1.9069 -0.3366
C 0.6198 -2.0730 -3.0986
H 1.2615 -2.9647 -3.2725
H 1.2567 -1.1377 -3.1691
C 1.2604 0.0028 0.3187
C 0.7785 -1.3204 0.1679
H 0.4695 0.7562 0.3768
C 1.9347 -2.2640 -0.3348
H 0.3679 -1.6664 1.1060
C 3.0350 -2.3533 0.6792
H 1.4853 -3.2373 -0.5115
H 2.2496 -1.9908 -1.3509
C 3.3520 -0.9977 1.3238
H 2.6237 -3.0361 1.4316
H 3.9292 -2.7824 0.2065
C 2.1464 -0.0460 1.5867
H 3.8247 -1.2193 2.2814
H 4.1024 -0.4677 0.7200
H 1.5182 -0.4791 2.3930
H 2.5093 0.9618 1.8526
C -3.9289 2.3404 -1.2378
N -3.4756 2.5543 0.1357
C -4.1089 3.5962 0.9362
C -2.3027 2.1201 0.5358
N -1.2615 1.8008 0.9637
H -4.9572 2.7000 -1.3030
H -3.8885 1.2736 -1.4877
H -3.3084 2.8896 -1.9622
H -4.3637 3.1942 1.9253
H -3.4287 4.4481 1.0862
H -5.0090 3.9253 0.4162

***

[8]
Formula: C10H18BrCl4N3O2P
Source: OMol25
Level of theory: ωB97M-V/def2-TZVPD

- E_LUMO: -3.8778 eV
- Strongest force on any atom: 12.02 eV/Å
- Multiplicity: 1
- HOMO-LUMO gap: 8.80 eV
- E: -5462.12919 Ha
- Total charge: +1

Element x y z (Å)
N 2.7491 -2.3760 2.2056
C 2.3752 -1.2122 2.6971
O 1.7074 0.0799 2.9119
C 1.0005 0.5600 1.7172
C -0.3158 -0.3230 1.1698
C -1.7057 0.2135 1.8047
C -2.5470 1.3493 1.0194
C -3.9974 0.6859 0.5924
C -3.9025 -0.6908 -0.2849
O -4.1357 -0.3756 -1.7299
C -0.0951 -0.7091 -0.3875
Br -0.8233 0.2978 -1.9151
C 1.5428 -0.3744 -0.4777
N 1.7479 0.8447 0.4368
P 3.3505 1.6175 0.5196
N 3.1185 3.1044 1.1810
H 0.6394 1.6421 2.0695
H -0.2118 -1.3940 1.6979
H -1.4265 0.6620 2.8763
H -2.3831 -0.7338 2.0501
H -2.8359 2.1868 1.8232
H -2.0025 1.9339 0.1689
H -4.6487 1.5416 0.1108
H -4.5742 0.3947 1.5973
H -2.9482 -1.3410 -0.1142
H -4.8340 -1.3732 0.0233
H -3.8687 -1.2212 -2.2223
H -0.1257 -1.8798 -0.5863
H 1.8448 -0.0513 -1.5839
H 2.1340 -1.3304 -0.1357
H 1.1918 1.5685 -0.1115
H 4.2220 0.9174 1.4578
H 4.0013 1.8302 -0.7472
H 3.4266 3.8565 0.5279
C 2.4660 -1.9801 -4.0725
Cl 3.5595 -1.7828 -2.6796
Cl 3.1972 -3.1027 -5.2472
Cl 0.9064 -2.6369 -3.5148
Cl 2.2009 -0.3983 -4.8483

***

[9]
Formula: C10H18ClO8P2
Source: OMol25
Level of theory: ωB97M-V/def2-TZVPD

- E_LUMO: -4.2401 eV
- Strongest force on any atom: 4.70 eV/Å
- Multiplicity: 1
- HOMO-LUMO gap: 9.27 eV
- E: -2136.41860 Ha
- Total charge: +1

Element x y z (Å)
O 0.1282 -0.8169 1.9611
C 0.1225 -0.5536 0.7308
C -0.5828 0.8239 0.2395
P -2.3668 0.8369 0.8468
P -3.8827 0.8761 -0.7362
O -5.0847 -0.2526 -0.1982
Cl -3.1640 0.0575 -2.5337
H 0.5883 -1.2832 -0.0332
H 0.0280 1.6625 0.7419
H -0.4632 0.9488 -0.8871
H -2.5854 -0.3022 1.6834
H -2.6128 1.9967 1.6779
H -4.6332 -0.8681 0.4211
C 1.3236 5.1067 -2.0809
C 0.7027 5.5208 -0.7649
C 1.6780 5.5655 0.3749
O 0.8494 5.2871 1.5000
C -0.1979 4.5540 1.0435
O -0.9846 3.9829 1.7498
O -0.2405 4.5452 -0.3168
H 1.6836 4.0748 -2.0386
H 0.5769 5.1431 -2.8783
H 2.1533 5.7621 -2.3525
H 0.1772 6.4739 -0.8778
H 2.1510 6.5434 0.4764
H 2.4562 4.7985 0.3151
C 0.1425 -6.4954 1.1591
C 0.8060 -5.8859 -0.0561
C 2.0593 -5.1229 0.2602
O 2.0957 -4.1477 -0.7772
C 0.8088 -3.9415 -1.1665
O 0.4530 -3.0456 -1.8824
O -0.0230 -4.8785 -0.6370
H -0.2196 -5.7199 1.8399
H -0.7319 -7.0784 0.8588
H 0.8280 -7.1514 1.6992
H 0.9874 -6.6545 -0.8138
H 2.9480 -5.7551 0.2270
H 2.0255 -4.6070 1.2247

***

[10]
Formula: C10H18ErO4
Source: OMol25
Level of theory: ωB97M-V/def2-TZVPD

- E_LUMO (alpha / beta): -12.2502 / -12.9940 eV
- Strongest force on any atom: 2.04 eV/Å
- Multiplicity: 4
- HOMO-LUMO gap (alpha / beta): 8.38 / 7.39 eV
- E: -1706.58898 Ha
- Total charge: +3

Element x y z (Å)
C 3.8611 1.9491 0.9151
C 3.6319 0.3877 0.8387
O 3.3831 -0.0464 -0.4521
C 2.1632 0.2446 -1.0833
C 1.1783 -0.9457 -0.9836
C 0.6113 -1.2217 0.4077
C -0.7107 -2.0181 0.4230
C -1.9849 -1.2403 0.7651
C -2.5468 -0.2483 -0.2366
C -3.7961 0.3672 0.4550
O -4.0023 1.5701 -0.3387
C -2.8323 1.7875 -1.0250
O -2.7119 2.5129 -1.9755
O -1.8622 0.9867 -0.5102
H 3.7317 2.3733 -0.0738
H 4.8501 2.1592 1.2918
H 3.0931 2.3779 1.5436
H 2.8123 0.1259 1.5141
H 4.5273 -0.1226 1.1674
H 1.6981 1.1575 -0.7207
H 2.4067 0.3639 -2.1352
H 1.6370 -1.8376 -1.3957
H 0.3612 -0.6895 -1.6550
H 0.4748 -0.2698 0.9253
H 1.3499 -1.7656 0.9853
H -0.6043 -2.7249 1.2382
H -0.8500 -2.5959 -0.4866
H -1.8579 -0.7480 1.7232
H -2.7953 -1.9601 0.8748
H -2.7189 -0.7228 -1.2417
H -3.4014 0.6791 1.4113
H -4.6575 -0.2875 0.4806
Er -4.4383 0.4022 -2.6465

***

[11]
Formula: C10H18FO3P
Source: OMol25
Level of theory: ωB97M-V/def2-TZVPD

- E_LUMO: 0.7891 eV
- Strongest force on any atom: 4.48 eV/Å
- Multiplicity: 1
- HOMO-LUMO gap: 10.37 eV
- E: -1058.70976 Ha
- Total charge: 0
- SMILES: CCC#C[C@@](C)(F)P(=O)(OCC)OCC

Element x y z (Å)
C 4.0586 1.4456 -1.7882
C 3.5718 0.1815 -1.0768
C 2.2774 0.4192 -0.3551
C 1.3943 0.9163 0.2474
C 0.1435 1.5681 0.5615
C -0.0893 1.9232 1.9844
F -0.2045 2.5177 -0.3763
P -0.9834 0.1609 -0.1320
O -0.7183 0.0278 -1.5318
O -2.5758 0.6056 0.0832
C -3.4592 0.3857 -0.9984
C -4.2445 -0.8662 -0.8097
O -1.0386 -1.1950 0.7890
C -0.0815 -2.1859 0.5181
C 0.6629 -2.2222 1.9155
H 3.2850 2.0156 -2.3078
H 4.6040 2.0475 -1.0505
H 4.8180 1.0771 -2.5396
H 4.2360 -0.3768 -0.4128
H 3.2277 -0.6272 -1.6947
H -1.2413 1.8340 2.2386
H 0.3380 1.0286 2.5234
H 0.4269 2.8491 2.2320
H -4.2395 1.2272 -0.9394
H -2.8948 0.5656 -1.9353
H -5.1092 -0.9890 -1.5649
H -3.5385 -1.7449 -0.8419
H -4.7447 -0.8735 0.1839
H -0.6292 -3.0928 0.3935
H 0.6519 -1.9871 -0.2843
H 0.5770 -1.2452 2.3812
H -0.0550 -2.6895 2.6726
H 1.5743 -2.7011 1.9151

***

[12]
Formula: C10H18IN2S
Source: OMol25
Level of theory: ωB97M-V/def2-TZVPD

- E_LUMO: -4.5805 eV
- Strongest force on any atom: 3.75 eV/Å
- Multiplicity: 1
- HOMO-LUMO gap: 7.76 eV
- E: -1196.82905 Ha
- Total charge: +1

Element x y z (Å)
C 0.2696 1.6604 -1.8345
C -0.8629 0.9154 -1.6767
C 1.2151 1.9388 -0.7133
C 0.7283 -2.9029 0.4720
C 0.1200 -3.6153 -0.4389
C 2.1967 0.6495 1.2860
C -1.7568 0.5583 -2.7526
C -1.2263 0.2924 -0.3334
C -1.0940 -4.4083 -0.1950
C 2.4937 0.9163 3.9130
N 1.5821 3.2129 -0.5261
N 1.6058 0.9088 0.0558
S 1.9861 1.7751 2.4308
I 0.8241 2.6438 -3.5854
H 0.2871 -2.7172 1.4271
H 1.7559 -2.4521 0.4022
H 0.6505 -3.7107 -1.3828
H -2.7966 0.4409 -2.4410
H -1.5634 -0.4545 -3.0196
H -1.6789 1.1108 -3.7184
H -0.6993 0.6221 0.6633
H -2.2412 0.4509 -0.1755
H -1.0263 -0.7269 -0.3183
H -1.3791 -4.0861 0.7910
H -0.8966 -5.5268 -0.1792
H -1.8893 -4.0751 -0.9422
H 2.4247 1.5941 4.8049
H 3.6791 0.8477 3.6817
H 2.0317 -0.1089 4.0940
H 1.4295 3.8668 -1.2292
H 2.0685 3.6110 0.3237
H 1.4301 -0.0429 -0.1973